Version one
{"formula": "C23H40N2O3", "method": "the ωB97M-V functional and the def2-TZVPD basis", "homo_lumo_gap_ev": 9.682, "smiles": "C=CCOC[C@@H](C(=O)N1CC2(CCCN(C(=O)[C@H](C)C(C)C)C2)C1)C(C)(C)C", "homo_energy_ha": -0.3323, "molar_mass_g_mol": 392.58, "charge": 0, "lumo_ev": 0.641, "symbols": ["C", "C", "C", "O", "C", "C", "C", "O", "N", "C", "C", "C", "C", "C", "N", "C", "O", "C", "C", "C", "C", "C", "C", "C", "C", "C", "C", "C", "H", "H", "H", "H", "H", "H", "H", "H", "H", "H", "H", "H", "H", "H", "H", "H", "H", "H", "H", "H", "H", "H", "H", "H", "H", "H", "H", "H", "H", "H", "H", "H", "H", "H", "H", "H", "H", "H", "H", "H"], "coordinates": [[-0.41827, 2.83870, 5.52804], [-1.03334, 2.55934, 4.39015], [-0.89216, 1.24470, 3.68584], [-0.33620, 1.29374, 2.36938], [0.22680, 2.52655, 1.93712], [0.65975, 2.31264, 0.49586], [-0.60536, 2.08741, -0.31857], [-1.48455, 2.93500, -0.39421], [-0.70957, 0.90578, -0.97811], [-0.23808, -0.43093, -0.55673], [-1.68620, -0.94832, -0.72829], [-1.94076, -2.21875, -1.51534], [-3.44656, -2.45555, -1.64502], [-4.12112, -2.44858, -0.27639], [-3.81250, -1.21902, 0.44235], [-4.79724, -0.28287, 0.63034], [-5.94965, -0.51218, 0.30110], [-4.44796, 0.97961, 1.41718], [-4.52093, 0.60050, 2.90194], [-5.39056, 2.13087, 1.04762], [-5.24235, 2.50365, -0.42563], [-5.11518, 3.35876, 1.91262], [-2.38959, -1.01561, 0.62504], [-2.00286, 0.38614, -1.44270], [1.52629, 3.46470, -0.07784], [1.65975, 3.27334, -1.59035], [2.92275, 3.38247, 0.54497], [0.92960, 4.84415, 0.20792], [-0.57273, 3.77952, 6.03979], [0.25741, 2.12731, 5.98970], [-1.70910, 3.28751, 3.95083], [-0.26183, 0.58773, 4.29461], [-1.87326, 0.77242, 3.59246], [-0.51278, 3.32921, 1.97308], [1.07643, 2.80242, 2.56876], [1.27572, 1.41016, 0.45688], [0.47199, -0.85455, -1.27001], [0.16030, -0.47179, 0.45617], [-1.47482, -2.14732, -2.50179], [-1.47457, -3.06634, -0.99917], [-3.89286, -1.66707, -2.25898], [-3.64293, -3.40443, -2.14792], [-5.20006, -2.52933, -0.35994], [-3.75229, -3.29098, 0.32057], [-3.43434, 1.31775, 1.18506], [-3.92948, -0.29365, 3.11075], [-4.15276, 1.40548, 3.53730], [-5.55431, 0.38611, 3.18152], [-6.41333, 1.78715, 1.22171], [-4.23428, 2.87884, -0.62426], [-5.44193, 1.65059, -1.07546], [-5.94813, 3.29294, -0.69092], [-4.06842, 3.66564, 1.81829], [-5.73320, 4.19580, 1.58412], [-5.33132, 3.18568, 2.96734], [-1.98405, -1.86478, 1.19079], [-2.18178, -0.12116, 1.20571], [-2.85496, 0.96072, -1.08569], [-2.04468, 0.30520, -2.53105], [0.69894, 3.39694, -2.09249], [2.35208, 4.01073, -2.00090], [2.04501, 2.27835, -1.82895], [2.90059, 3.53938, 1.62463], [3.38566, 2.41195, 0.35013], [3.56598, 4.15288, 0.11518], [0.90552, 5.05640, 1.27938], [1.54971, 5.61081, -0.26247], [-0.08334, 4.92364, -0.18240]]}

=====

Version two
{"formula": "C23H40N2O3", "method": "the ωB97M-V functional and the def2-TZVPD basis", "homo_lumo_gap_ev": 9.608, "smiles": "C=CCOC[C@@H](C(=O)N1CC2(CCCN(C(=O)[C@H](C)C(C)C)C2)C1)C(C)(C)C", "homo_energy_ha": -0.3298, "molar_mass_g_mol": 392.58, "charge": 0, "lumo_ev": 0.633, "symbols": ["C", "C", "C", "O", "C", "C", "C", "O", "N", "C", "C", "C", "C", "C", "N", "C", "O", "C", "C", "C", "C", "C", "C", "C", "C", "C", "C", "C", "H", "H", "H", "H", "H", "H", "H", "H", "H", "H", "H", "H", "H", "H", "H", "H", "H", "H", "H", "H", "H", "H", "H", "H", "H", "H", "H", "H", "H", "H", "H", "H", "H", "H", "H", "H", "H", "H", "H", "H"], "coordinates": [[-0.61446, -4.44501, -0.65251], [0.53414, -3.80698, -0.49783], [0.99868, -3.21857, 0.79445], [1.49129, -1.91207, 0.55279], [1.74218, -1.19769, 1.75346], [2.33507, 0.14841, 1.36894], [1.22888, 0.99881, 0.76239], [0.26560, 1.36861, 1.41970], [1.38769, 1.36556, -0.53653], [1.88689, 0.51563, -1.64373], [0.52855, 0.71888, -2.35305], [0.49318, 1.07089, -3.82714], [-0.94812, 1.33463, -4.26768], [-1.86051, 0.16639, -3.90116], [-1.75222, -0.13336, -2.47980], [-2.82517, 0.08676, -1.65538], [-3.90495, 0.43066, -2.11065], [-2.65613, -0.18471, -0.16171], [-2.91048, -1.68090, 0.05187], [-3.59003, 0.71554, 0.65768], [-3.22409, 2.18537, 0.45970], [-3.51831, 0.36946, 2.14343], [-0.40215, -0.45969, -2.06982], [0.25787, 1.85557, -1.34205], [3.04344, 0.88199, 2.54291], [3.34236, 2.32422, 2.12508], [4.37549, 0.17982, 2.82479], [2.19436, 0.88803, 3.81637], [-0.89353, -4.88662, -1.60012], [-1.31678, -4.54902, 0.16667], [1.22387, -3.70816, -1.33126], [0.16947, -3.18805, 1.51274], [1.79855, -3.83163, 1.23326], [0.80947, -1.05762, 2.31151], [2.43830, -1.76689, 2.38068], [3.09774, -0.03655, 0.60772], [2.72755, 0.98408, -2.16017], [2.13301, -0.50685, -1.35992], [1.12413, 1.94215, -4.02262], [0.90780, 0.23654, -4.40524], [-1.32403, 2.23695, -3.77532], [-0.99272, 1.51316, -5.34375], [-2.90088, 0.38765, -4.11893], [-1.56787, -0.72612, -4.46738], [-1.63934, 0.05059, 0.16161], [-2.29916, -2.28138, -0.62315], [-2.67146, -1.97977, 1.07245], [-3.95957, -1.91489, -0.14166], [-4.60817, 0.55377, 0.29460], [-2.21806, 2.37738, 0.84390], [-3.26618, 2.46990, -0.59273], [-3.91701, 2.82987, 1.00365], [-2.48567, 0.43193, 2.50034], [-4.11187, 1.07790, 2.72382], [-3.89851, -0.62953, 2.35838], [-0.06003, -1.33224, -2.64149], [-0.35933, -0.74115, -1.02055], [-0.69371, 1.85115, -0.81473], [0.45350, 2.85456, -1.73854], [2.42474, 2.89849, 1.99085], [3.93940, 2.81832, 2.89393], [3.90574, 2.35370, 1.18889], [4.23949, -0.86121, 3.12198], [5.02415, 0.20131, 1.94587], [4.89696, 0.68662, 3.63909], [2.03720, -0.12334, 4.19839], [2.71113, 1.45356, 4.59492], [1.22266, 1.34520, 3.63776]]}

=====

The most stable arrangement is version two, and the next structure is 0.176 eV less stable.

=====

Version one
{"formula": "C4H7NO2", "method": "the ωB97M-V functional and the def2-TZVPD basis", "homo_lumo_gap_ev": [7.153, 7.239], "homo_energy_ha": [-0.2388, -0.3775], "molar_mass_g_mol": 101.10, "charge": 0, "spin_multiplicity": 3, "lumo_ev": [0.655, -3.035], "symbols": ["C", "C", "C", "C", "N", "O", "O", "H", "H", "H", "H", "H", "H", "H"], "coordinates": [[-0.90900, 1.68105, -0.16740], [-1.82826, -0.39607, 0.79822], [-0.41841, -0.40007, -1.30741], [-1.00557, 0.25685, -0.28999], [-0.95917, 2.84130, -0.23118], [1.67144, 1.33463, 0.98801], [2.26203, 1.17726, -0.28700], [-2.84649, 0.02913, 0.96629], [-1.97444, -1.52238, 0.68185], [-1.13118, -0.32175, 1.60203], [0.38252, 0.04477, -1.79280], [-0.57538, -1.47577, -1.31874], [1.86781, 1.97252, -0.77935], [1.53983, 0.39306, 1.18584]]}

=====

Version two
{"formula": "C4H7NO2", "method": "the ωB97M-V functional and the def2-TZVPD basis", "homo_lumo_gap_ev": [6.879, 9.069], "homo_energy_ha": [-0.2213, -0.3856], "molar_mass_g_mol": 101.10, "charge": 0, "spin_multiplicity": 3, "lumo_ev": [0.857, -1.424], "symbols": ["C", "C", "C", "C", "N", "O", "O", "H", "H", "H", "H", "H", "H", "H"], "coordinates": [[-1.33742, 0.14754, 1.14831], [0.16567, -0.11530, 0.00556], [1.20973, -1.22886, 0.14090], [0.75557, 1.15558, -0.48873], [-1.95009, -0.03542, -0.02651], [-3.05163, -0.12594, -0.44014], [-0.92233, -0.45903, -0.83307], [-1.68093, 0.67197, 1.97647], [2.15052, -0.90347, 0.51522], [1.19597, -1.52098, -0.89925], [0.81976, -2.10281, 0.80156], [0.73332, 1.20549, -1.55642], [1.80479, 1.33142, -0.20442], [0.10705, 1.97980, -0.13949]]}

=====

The most stable arrangement is version one, and the next structure is 0.642 eV less stable.